Record 1
{"formula": "C12H32BrMnO4", "method": "the ωB97M-V functional and the def2-TZVPD basis", "de_lowest_kcal_mol": 0.0, "e_tot_ha": -4502.3376, "s2": 12.002, "max_force_ev_per_a": 2.5, "spin_multiplicity": 7, "mol_weight_g_mol": 375.2, "symbols": ["Mn", "Br", "C", "C", "C", "O", "H", "H", "H", "H", "H", "H", "H", "H", "C", "C", "C", "O", "H", "H", "H", "H", "H", "H", "H", "H", "C", "C", "C", "O", "H", "H", "H", "H", "H", "H", "H", "H", "C", "C", "C", "O", "H", "H", "H", "H", "H", "H", "H", "H"], "xyz": [[1.940, -3.583, 1.011], [1.197, -0.939, 1.303], [-1.801, -3.202, -0.113], [-1.151, -3.802, 1.143], [-2.003, -4.819, 1.884], [-0.027, -4.475, 0.639], [-2.631, -2.645, 0.322], [-2.197, -3.994, -0.749], [-1.182, -2.557, -0.738], [-0.773, -3.095, 1.881], [-1.376, -5.479, 2.483], [-2.551, -5.392, 1.137], [-2.781, -4.310, 2.453], [-0.379, -5.325, 0.363], [-1.792, 2.458, 1.614], [-2.613, 1.186, 1.377], [-2.567, 0.635, -0.008], [-2.208, 0.127, 2.300], [-2.053, 2.854, 2.595], [-1.995, 3.307, 0.961], [-0.717, 2.291, 1.684], [-3.629, 1.506, 1.608], [-2.592, 1.417, -0.766], [-3.390, -0.007, -0.321], [-1.677, 0.014, -0.115], [-1.302, -0.144, 2.136], [1.615, -0.414, -4.260], [1.304, 0.225, -2.942], [-0.074, 0.953, -2.781], [1.241, -0.879, -2.018], [2.561, -0.956, -4.255], [1.720, 0.360, -5.021], [0.805, -1.052, -4.612], [2.149, 0.875, -2.719], [-0.170, 1.600, -3.653], [-0.209, 1.485, -1.840], [-0.841, 0.184, -2.870], [1.119, -0.490, -1.148], [1.904, 3.795, 1.727], [2.528, 3.239, 0.476], [3.688, 2.344, 0.891], [1.620, 2.555, -0.274], [2.510, 4.534, 2.252], [1.632, 3.019, 2.443], [1.014, 4.328, 1.391], [2.891, 4.062, -0.140], [4.114, 1.807, 0.043], [3.382, 1.634, 1.659], [4.494, 2.933, 1.329], [1.251, 1.831, 0.238]], "lowdin_charge": [0.664, -0.055, -0.032, -0.519, -0.037, -0.275, 0.084, 0.085, 0.074, 0.089, 0.091, 0.084, 0.095, 0.105, -0.052, -0.456, -0.074, -0.086, 0.077, 0.083, 0.052, 0.132, 0.079, 0.078, 0.052, -0.023, -0.073, -0.470, -0.039, -0.136, 0.082, 0.077, 0.081, 0.127, 0.074, 0.053, 0.076, -0.072, -0.067, -0.544, -0.061, -0.049, 0.082, 0.080, 0.078, 0.143, 0.079, 0.059, 0.078, 0.030]}

***

Record 2
{"formula": "C21H21FO4S", "method": "the ωB97M-V functional and the def2-TZVPD basis", "de_lowest_kcal_mol": 0.0, "e_tot_ha": -1611.7299, "max_force_ev_per_a": 3.9, "smiles": "CCOC(=O)[C@@](F)([C@@]1(c2ccccc2)C=CCC1)S(=O)(=O)c1ccccc1", "mol_weight_g_mol": 388.5, "symbols": ["C", "C", "O", "C", "O", "C", "F", "C", "C", "C", "C", "C", "C", "C", "C", "C", "C", "C", "S", "O", "O", "C", "C", "C", "C", "C", "C", "H", "H", "H", "H", "H", "H", "H", "H", "H", "H", "H", "H", "H", "H", "H", "H", "H", "H", "H", "H", "H"], "xyz": [[3.498, 3.221, -0.435], [3.321, 1.768, -0.765], [2.160, 1.302, 0.012], [1.544, 0.354, -0.753], [2.075, -0.250, -1.678], [0.060, 0.099, -0.360], [-0.578, -0.382, -1.527], [0.230, -1.076, 0.946], [1.103, -2.041, 0.227], [2.477, -2.226, 0.506], [3.284, -3.091, -0.230], [2.736, -3.809, -1.288], [1.386, -3.676, -1.588], [0.603, -2.864, -0.788], [0.689, -0.486, 2.191], [-0.319, -0.439, 3.143], [-1.592, -1.116, 2.647], [-1.245, -1.490, 1.166], [-0.587, 1.849, -0.095], [-0.353, 2.150, 1.302], [-0.043, 2.630, -1.206], [-2.341, 1.775, -0.422], [-2.869, 2.236, -1.638], [-4.243, 2.228, -1.854], [-5.101, 1.679, -0.879], [-4.562, 1.051, 0.265], [-3.180, 1.099, 0.487], [4.328, 3.555, -1.069], [2.565, 3.771, -0.726], [3.749, 3.348, 0.634], [3.085, 1.640, -1.832], [4.186, 1.090, -0.552], [2.940, -1.629, 1.288], [4.344, -3.161, 0.001], [3.359, -4.518, -1.831], [0.977, -4.207, -2.460], [-0.466, -2.814, -1.051], [1.763, -0.098, 2.382], [-0.251, -0.003, 4.151], [-2.496, -0.451, 2.734], [-1.898, -1.966, 3.255], [-1.492, -2.507, 0.898], [-1.868, -0.746, 0.623], [-2.195, 2.609, -2.446], [-4.673, 2.677, -2.757], [-6.165, 1.738, -0.998], [-5.205, 0.584, 1.010], [-2.738, 0.592, 1.359]], "lowdin_charge": [-0.067, -0.208, -0.033, -0.455, 0.121, -0.222, 0.028, -0.281, -0.193, -0.027, -0.073, -0.087, -0.069, -0.044, -0.043, -0.024, -0.159, -0.087, 0.798, -0.275, -0.293, -0.263, -0.053, -0.068, -0.060, -0.051, -0.068, 0.080, 0.094, 0.086, 0.124, 0.141, 0.108, 0.104, 0.103, 0.114, 0.119, 0.150, 0.111, 0.101, 0.104, 0.118, 0.079, 0.130, 0.111, 0.096, 0.108, 0.073]}

***

Record 3
{"formula": "C27H38B2F3HgN2O21S", "method": "the ωB97M-V functional and the def2-TZVPD basis", "de_lowest_kcal_mol": 326.3, "e_tot_ha": -3642.0866, "max_force_ev_per_a": 9.7, "mol_weight_g_mol": 1037.9, "charge": -1, "symbols": ["Hg", "O", "C", "O", "B", "O", "C", "O", "O", "C", "O", "C", "O", "O", "O", "C", "O", "B", "O", "C", "O", "O", "C", "O", "C", "O", "O", "C", "F", "F", "F", "S", "O", "O", "O", "C", "C", "C", "C", "C", "C", "N", "O", "C", "C", "C", "H", "H", "H", "H", "H", "H", "H", "H", "H", "H", "H", "H", "H", "H", "H", "H", "H", "H", "H", "C", "C", "C", "C", "C", "C", "N", "O", "C", "C", "C", "H", "H", "H", "H", "H", "H", "H", "H", "H", "H", "H", "H", "H", "H", "H", "H", "H", "H", "H"], "xyz": [[-15.723, 21.095, -6.010], [-25.530, 27.527, -1.311], [-25.101, 26.936, -2.272], [-25.159, 25.595, -2.551], [-24.310, 25.340, -3.725], [-24.308, 26.636, -4.400], [-24.522, 27.642, -3.527], [-24.145, 28.776, -3.581], [-24.791, 24.140, -4.520], [-23.866, 23.388, -4.807], [-23.955, 22.281, -5.443], [-22.696, 23.732, -4.070], [-22.920, 24.895, -3.436], [-21.593, 23.119, -4.145], [-18.766, 29.721, 0.265], [-18.224, 28.757, 0.832], [-17.266, 28.171, 0.427], [-17.050, 26.959, 1.266], [-17.813, 27.184, 2.471], [-18.571, 28.269, 2.340], [-19.320, 28.706, 3.172], [-15.594, 26.838, 1.525], [-15.094, 25.986, 0.650], [-13.897, 25.785, 0.426], [-16.233, 25.286, -0.006], [-17.321, 25.743, 0.472], [-16.073, 24.331, -0.836], [-11.356, 27.937, -6.761], [-10.319, 28.792, -6.431], [-12.243, 28.116, -5.823], [-11.900, 28.311, -7.930], [-10.951, 26.003, -6.751], [-10.235, 25.737, -8.002], [-10.120, 25.993, -5.530], [-12.191, 25.231, -6.490], [-19.746, 20.740, -12.807], [-18.402, 20.120, -12.360], [-17.848, 19.189, -13.464], [-17.113, 19.923, -14.630], [-16.179, 21.027, -14.206], [-16.743, 21.905, -13.044], [-17.398, 21.082, -11.943], [-17.810, 21.866, -10.860], [-15.583, 22.664, -12.398], [-17.634, 23.006, -13.678], [-18.598, 19.125, -11.138], [-20.544, 19.999, -12.846], [-19.660, 21.214, -13.785], [-20.182, 21.415, -12.071], [-17.083, 18.570, -12.996], [-18.587, 18.481, -13.840], [-17.838, 20.371, -15.310], [-16.500, 19.177, -15.135], [-15.921, 21.591, -15.103], [-15.192, 20.731, -13.850], [-14.706, 22.827, -13.025], [-15.918, 23.566, -11.886], [-15.106, 22.021, -11.658], [-18.258, 22.474, -14.396], [-18.261, 23.566, -12.985], [-17.070, 23.778, -14.202], [-19.134, 19.635, -10.338], [-17.659, 18.636, -10.880], [-19.351, 18.380, -11.398], [-18.330, 22.551, -11.287], [-11.194, 15.211, -6.588], [-12.441, 15.868, -7.178], [-13.114, 14.809, -8.204], [-13.753, 13.646, -7.439], [-14.844, 14.131, -6.423], [-14.275, 15.123, -5.491], [-13.508, 16.289, -6.179], [-13.040, 17.137, -5.249], [-15.495, 15.741, -4.797], [-13.529, 14.418, -4.280], [-12.109, 17.168, -7.973], [-10.725, 15.927, -5.913], [-10.441, 15.192, -7.375], [-11.234, 14.220, -6.136], [-13.779, 15.198, -8.975], [-12.385, 14.206, -8.745], [-13.009, 13.002, -6.970], [-14.174, 13.157, -8.317], [-15.166, 13.231, -5.899], [-15.706, 14.559, -6.934], [-15.111, 16.497, -4.112], [-16.209, 16.244, -5.449], [-16.157, 15.118, -4.196], [-12.590, 13.876, -4.393], [-13.310, 15.156, -3.508], [-14.187, 13.723, -3.758], [-13.082, 17.489, -8.344], [-11.618, 16.862, -8.896], [-11.537, 17.951, -7.474], [-12.527, 16.612, -4.632]], "lowdin_charge": [0.323, 0.166, -0.324, 0.216, -0.808, 0.220, -0.351, 0.181, 0.292, -0.445, 0.108, -0.323, 0.243, 0.133, 0.164, -0.415, 0.320, -0.816, 0.264, -0.302, 0.190, 0.252, -0.352, 0.164, -0.346, 0.287, 0.137, -0.605, 0.097, 0.149, 0.120, 0.589, -0.249, -0.223, -0.221, -0.019, -0.498, -0.124, -0.173, -0.145, -0.460, -0.082, 0.013, -0.052, -0.034, -0.025, 0.085, 0.066, 0.084, 0.109, 0.122, 0.103, 0.109, 0.122, 0.114, 0.086, 0.085, 0.087, 0.061, 0.081, 0.093, 0.078, 0.084, 0.076, 0.078, -0.042, -0.449, -0.128, -0.178, -0.149, -0.467, -0.101, -0.026, -0.062, -0.029, -0.035, 0.081, 0.086, 0.070, 0.114, 0.108, 0.104, 0.104, 0.121, 0.121, 0.077, 0.085, 0.090, 0.067, 0.072, 0.085, 0.079, 0.076, 0.082, 0.082]}